Molecular formula: C12H34FInO6P
Method: DFT, ωB97M-V/def2-TZVPD

The geometry in ORCA input format:
```
! wB97M-V def2-TZVPD RIJCOSX def2/J DEFGRID3
* xyz -1 1
O -1.372 0.125 -3.390
P 0.078 -0.026 -3.138
O 0.828 -0.224 -4.582
O 0.377 -1.470 -2.414
In 1.172 1.862 -1.770
F 2.305 2.980 -3.000
H 1.301 -1.062 -4.632
H 1.179 -1.353 -1.883
H 2.272 1.082 -0.622
H -0.061 2.847 -1.018
C -3.115 3.000 -3.221
C -3.943 1.913 -3.875
O -5.349 2.029 -3.640
C -5.944 3.223 -4.093
C -5.836 3.443 -5.595
H -3.322 3.049 -2.151
H -2.059 2.768 -3.352
H -3.304 3.988 -3.649
H -3.655 0.946 -3.468
H -3.742 1.875 -4.951
H -5.536 4.089 -3.558
H -6.996 3.141 -3.811
H -4.805 3.609 -5.908
H -6.417 4.321 -5.886
H -6.219 2.576 -6.135
C 4.781 1.976 2.507
C 3.268 1.878 2.410
O 2.781 0.550 2.466
C 3.067 -0.162 3.652
C 2.469 0.457 4.906
H 5.247 1.350 1.745
H 5.094 3.009 2.345
H 5.158 1.664 3.483
H 2.939 2.265 1.446
H 2.793 2.492 3.186
H 4.150 -0.293 3.777
H 2.640 -1.152 3.498
H 2.922 1.421 5.147
H 2.627 -0.206 5.758
H 1.396 0.610 4.777
C 0.546 -3.483 0.920
C 1.698 -3.840 1.840
O 1.477 -3.516 3.205
C 0.354 -4.128 3.808
C 0.414 -5.646 3.834
H 0.278 -2.432 1.030
H 0.829 -3.656 -0.119
H -0.342 -4.084 1.121
H 2.586 -3.272 1.561
H 1.953 -4.902 1.740
H -0.573 -3.792 3.329
H 0.341 -3.742 4.829
H 0.350 -6.075 2.834
H -0.421 -6.040 4.416
H 1.346 -5.983 4.291
*
```

**Lowest unoccupied orbital energy**: 2.6 eV
**HOMO energy**: -5.3433 eV
**Frontier orbital gap**: 0.291 Eh

These are the Mulliken partial charges, in e, on atoms 1 to 6: -0.549, 0.383, -0.503, -0.490, 0.975, -0.696